Entry 1:
The following is a quantum chemistry calculation of a molecular structure, C4H10N2O3, from the Open Molecules 2025 dataset.

XYZ file:
```
19
Properties=species:S:1:pos:R:3
C -1.3926 1.9324 -0.0825
C 0.8995 0.3623 -0.8047
N 2.0619 0.4833 -0.0770
O -0.3192 1.3457 0.6107
O 0.8025 0.6675 -1.9763
H 2.6957 1.1790 -0.4427
H 1.9442 0.5053 0.9250
H -2.3404 1.4194 0.1370
H -1.2377 1.8773 -1.1658
H -1.4789 2.9725 0.2374
C 0.7249 -2.1478 -0.1420
C -0.0562 -0.8476 -0.2638
O -1.7780 -0.6447 1.2112
N -0.4530 -0.3535 1.0043
H -1.9329 -0.4505 2.1481
H -0.8841 -0.9189 -0.9746
H 1.5044 -2.0685 0.6117
H 0.0467 -2.9514 0.1447
H 1.1934 -2.3620 -1.1008
```

## Properties
HOMO-LUMO gap = 9.95 eV
strongest force on any atom = 0.0677 hartree/bohr
energy relative to the best compared isomer or geometry (same formula, charge and spin) = 112.9 kcal per mole
HOMO energy = -9.31 eV

Atomic charges from the Mulliken analysis, expressed in e, are listed below: C -0.6064; C 0.4990; N -0.4653; O -0.4044; O -0.6396; H 0.2704; H 0.2442; H 0.2669; H 0.2820; H 0.2613; C -1.3710; C 0.4020; O -0.3681; N -0.1761; H 0.3796; H 0.3497; H 0.3347; H 0.3834; H 0.3577

Entry 2:
The following is a quantum chemistry calculation of a molecular structure, C11H16NPSSi, from the Open Molecules 2025 dataset.

XYZ file:
```
31
Properties=species:S:1:pos:R:3
C -2.0870 1.2869 2.4763
C -0.5575 1.5726 2.7246
P 0.5041 1.7666 1.1913
C -0.4025 2.5075 -0.2681
C -1.6233 1.6767 -0.8342
Si 1.6421 -0.0356 0.6875
N 3.2103 0.5389 -0.0364
C 4.0544 -0.2067 0.4232
S 5.3644 -1.0303 0.8660
C 0.8620 -1.1771 -0.6067
C 0.1889 -2.4005 -0.1341
C -0.3800 -3.3121 -1.1217
C -0.2749 -3.0205 -2.5435
C 0.3667 -1.8050 -3.0205
C 0.9395 -0.8891 -2.0452
H -2.5366 2.2173 2.0364
H -2.2591 0.3774 1.8552
H -2.5783 1.1094 3.4716
H -0.1453 0.6987 3.3045
H -0.3919 2.4651 3.3890
H -0.6632 3.5732 -0.0128
H 0.3522 2.5908 -1.1040
H -1.4534 0.5760 -0.8052
H -2.5214 1.9291 -0.2133
H -1.8290 2.0649 -1.8718
H 1.8928 -0.8486 1.8868
H 0.1435 -2.6187 0.9577
H -0.8602 -4.2509 -0.7554
H -0.6966 -3.7579 -3.2646
H 0.4205 -1.6346 -4.1191
H 1.4595 0.0385 -2.3923
```

## Properties
HOMO-LUMO gap = 8.41 eV
strongest force on any atom = 0.0521 hartree/bohr
energy relative to the best compared isomer or geometry (same formula, charge and spin) = 0.0 kcal per mole
HOMO energy = -7.82 eV

Atomic charges from the Mulliken analysis, expressed in e, are listed below: C -0.9830; C -0.5220; P 0.0147; C -0.6119; C -0.8829; Si 0.3795; N -0.2586; C 0.2311; S -0.3096; C 0.3488; C -0.3924; C -0.5208; C -0.3270; C -0.6255; C -0.0086; H 0.2297; H 0.2455; H 0.3668; H 0.3087; H 0.3713; H 0.4250; H 0.3278; H 0.1668; H 0.2813; H 0.3380; H -0.1961; H 0.2871; H 0.3152; H 0.3255; H 0.3448; H 0.3309

Entry 3:
The following is a quantum chemistry calculation of 12 unconnected molecules or ions with the total composition C120H88O24, from the Open Molecules 2025 dataset.

XYZ file:
```
232
Properties=species:S:1:pos:R:3
C 7.6397 -3.2109 5.5000
C 7.1693 -2.1327 6.2647
C 5.8125 -1.8909 6.3447
C 4.9370 -2.6659 5.5590
C 5.4302 -3.6722 4.6979
C 6.7799 -3.9392 4.6827
C 4.4473 -4.5122 3.8563
O 4.8788 -5.4134 3.1976
C 3.0192 -4.1155 3.8785
C 2.1427 -4.7934 3.0331
C 0.8088 -4.5181 3.0513
C 0.3644 -3.5001 3.9042
C 1.1901 -2.8582 4.7775
C 2.5125 -3.1970 4.7283
C 3.4474 -2.3208 5.5965
O 2.9902 -1.4558 6.2509
H 8.6630 -3.4714 5.4175
H 7.8499 -1.5863 6.8915
H 5.5049 -1.1652 7.0947
H 7.1317 -4.7217 4.0351
H 2.3763 -5.6910 2.4794
H 0.1378 -5.0636 2.4208
H -0.6892 -3.2402 3.7762
H 0.8229 -2.0454 5.3893
C 9.3225 -3.3488 -3.1087
C 9.0407 -4.7119 -3.2877
C 7.7365 -5.1153 -3.4866
C 6.7209 -4.1796 -3.6063
C 6.9824 -2.8646 -3.4235
C 8.3204 -2.4441 -3.1216
C 5.9273 -1.8168 -3.4649
O 6.1339 -0.6721 -3.1280
C 4.5547 -2.2682 -3.8955
C 3.6589 -1.3008 -4.3012
C 2.4133 -1.6635 -4.7558
C 2.0542 -3.0229 -4.7929
C 3.0118 -3.9864 -4.4236
C 4.2855 -3.6202 -3.9945
C 5.3214 -4.6384 -3.6707
O 5.1297 -5.7953 -3.3118
H 10.2908 -3.0164 -2.8505
H 9.8398 -5.4268 -3.1570
H 7.4779 -6.1509 -3.5276
H 8.5139 -1.3883 -2.9118
H 3.9700 -0.2651 -4.2138
H 1.7497 -0.8781 -5.1366
H 1.1299 -3.3231 -5.2777
H 2.7369 -5.0376 -4.6220
C -3.0702 3.2631 -3.0944
C -2.3838 2.4699 -2.1439
C -1.1325 2.8831 -1.6551
C -0.6097 4.0588 -2.2067
C -1.3515 4.8427 -3.1131
C -2.6454 4.4786 -3.4724
C -0.8859 6.1668 -3.5873
O -1.5801 6.8727 -4.3051
C 0.4039 6.6235 -3.0983
C 0.9411 7.8471 -3.5382
C 2.1442 8.3080 -3.1675
C 2.7747 7.5611 -2.1251
C 2.3125 6.4003 -1.6278
C 1.1838 5.8240 -2.2040
C 0.7516 4.5079 -1.7074
O 1.4467 3.8684 -0.9384
H -4.0051 2.9030 -3.4041
H -2.8662 1.5557 -1.8670
H -0.6253 2.2922 -0.8906
H -3.2177 5.1878 -4.0426
H 0.3315 8.3703 -4.2486
H 2.5693 9.2871 -3.4088
H 3.7390 7.8961 -1.8203
H 2.7753 5.8118 -0.8387
C -5.8007 0.0233 1.7406
C -5.2968 -0.0496 3.0334
C -3.9468 -0.3588 3.2389
C -3.1248 -0.5810 2.1346
C -3.6518 -0.4304 0.8488
C -4.9915 -0.1434 0.6253
C -2.7785 -0.5493 -0.3325
O -3.3377 -0.5208 -1.4094
C -1.3521 -0.7764 -0.1232
C -0.4663 -0.8758 -1.1922
C 0.8998 -0.9456 -1.0640
C 1.4088 -0.9395 0.1938
C 0.5563 -0.8628 1.3402
C -0.8192 -0.8238 1.1674
C -1.6408 -0.6782 2.4056
O -1.1846 -0.6859 3.5454
H -6.8767 0.1687 1.6292
H -5.9768 -0.0208 3.8522
H -3.5475 -0.4406 4.2539
H -5.3266 -0.1587 -0.4418
H -0.9598 -0.8148 -2.1383
H 1.5533 -0.8544 -1.9219
H 2.4902 -0.7801 0.2919
H 0.9523 -0.7833 2.3301
C -2.6351 9.3601 -1.8522
C -1.5424 9.6106 -1.0736
C -0.9779 8.6295 -0.2530
C -1.6212 7.4152 -0.0916
C -2.7833 7.1230 -0.8743
C -3.2191 8.0924 -1.7551
C -3.6119 5.8713 -0.6833
O -4.5975 5.6538 -1.3068
C -3.0395 4.9309 0.3368
C -3.8399 3.8759 0.6872
C -3.3908 2.9751 1.6583
C -2.0251 3.1129 2.0838
C -1.2701 4.1817 1.7530
C -1.8220 5.1664 0.9761
C -0.9709 6.3618 0.7011
O 0.1739 6.4747 1.0589
H -3.0683 10.2245 -2.3857
H -1.0900 10.6053 -1.1754
H -0.0954 8.8182 0.3243
H -4.1156 7.8971 -2.3697
H -4.8182 3.7627 0.3018
H -4.0125 2.1335 1.9671
H -1.6479 2.2922 2.7021
H -0.3206 4.3420 2.2117
C -4.0377 0.3293 -5.7945
C -4.1934 1.3005 -6.7581
C -3.2617 2.3068 -6.9725
C -2.1159 2.2398 -6.2346
C -1.8835 1.2092 -5.4046
C -2.8353 0.2573 -5.1740
C -0.5400 0.9348 -4.7520
O -0.2651 -0.0884 -4.2145
C 0.4511 2.0732 -4.8800
C 1.6072 1.9699 -4.1540
C 2.5542 2.9443 -4.1995
C 2.2935 4.1198 -4.9237
C 1.0446 4.2906 -5.5575
C 0.1520 3.1859 -5.6350
C -1.0692 3.3169 -6.4087
O -1.2809 4.2490 -7.1682
H -4.8290 -0.3308 -5.5076
H -5.0898 1.2456 -7.3082
H -3.4203 2.9787 -7.7693
H -2.6165 -0.5935 -4.5842
H 1.7967 1.0809 -3.5497
H 3.4089 2.8600 -3.6095
H 3.0248 4.9057 -4.9015
H 0.8666 5.1964 -6.1753
C -3.6710 -3.1743 -3.5438
C -2.3511 -3.6284 -3.2000
C -2.1059 -4.0924 -1.9185
C -3.1240 -4.1238 -0.9771
C -4.3612 -3.5988 -1.2662
C -4.6498 -3.1424 -2.5558
C -5.3621 -3.3296 -0.1870
O -6.4657 -2.8663 -0.4107
C -4.9514 -3.7184 1.1561
C -5.8606 -3.4981 2.1928
C -5.6237 -4.0208 3.4173
C -4.3803 -4.5333 3.7329
C -3.3815 -4.6390 2.7331
C -3.6838 -4.1951 1.4360
C -2.6853 -4.3475 0.4048
O -1.5726 -4.7049 0.6578
H -3.8144 -2.7612 -4.5363
H -1.5394 -3.4411 -3.9058
H -1.0961 -4.4391 -1.6941
H -5.6275 -2.6784 -2.6691
H -6.7993 -3.0203 1.9511
H -6.3496 -3.8774 4.2195
H -4.1292 -4.8482 4.7377
H -2.3745 -5.0254 2.9216
C 7.2577 1.4032 4.8582
C 5.8787 1.7363 4.5044
C 5.1533 0.9630 3.6372
C 5.7051 -0.1623 3.0933
C 7.0376 -0.4758 3.2960
C 7.7987 0.2805 4.2027
C 7.6891 -1.6379 2.6121
O 8.8584 -1.8273 2.9049
C 6.9222 -2.3624 1.5502
C 7.5534 -3.3374 0.7390
C 6.8121 -4.0618 -0.2249
C 5.3876 -3.8873 -0.2818
C 4.8074 -2.8635 0.4592
C 5.5342 -2.1106 1.3780
C 4.8791 -1.0941 2.2858
O 3.6745 -1.0161 2.2834
H 7.9505 2.1098 5.3504
H 5.4798 2.5657 5.0051
H 4.0816 1.1563 3.4232
H 8.7756 -0.0881 4.4676
H 8.5598 -3.5424 1.0385
H 7.3446 -4.8697 -0.7412
H 4.8127 -4.5008 -0.9481
H 3.7496 -2.7407 0.3595
C -9.9343 -0.9735 1.7818
C -9.8603 -1.8683 0.5397
O -10.6878 -3.0300 0.5243
O -9.2891 -1.5875 2.8733
H -10.9444 -0.6185 2.0353
H -9.3944 -0.0528 1.5776
H -8.7855 -2.1750 0.4865
H -10.1317 -1.1907 -0.2943
H -10.4549 -3.5891 -0.2208
H -9.5915 -2.4968 2.9503
C -9.6607 2.5440 4.4983
C -8.1477 2.3516 4.2822
O -7.7621 3.3152 3.3247
O -9.9788 3.7125 5.1514
H -9.9833 1.7119 5.0871
H -9.8864 2.4263 3.4741
H -7.8744 1.3235 3.9526
H -7.5979 2.6129 5.2281
H -6.8313 3.4449 3.1923
H -9.6431 4.4214 4.5827
C 2.0886 -5.8555 -1.0283
C 1.3475 -7.0683 -0.4525
O 0.5524 -6.7877 0.6769
O 2.5722 -6.2187 -2.3449
H 2.8560 -5.5734 -0.2804
H 1.3567 -5.0358 -1.0948
H 2.0441 -7.8020 -0.1830
H 0.6903 -7.3508 -1.2986
H -0.2016 -6.2651 0.3899
H 3.4875 -6.1816 -2.5521
C 1.3877 2.0608 3.3268
C 1.4326 0.9577 4.2936
O 1.9685 1.3744 5.5498
O 0.7444 3.2025 3.8147
H 0.8824 1.8033 2.4129
H 2.3682 2.3479 3.0112
H 2.0679 0.1812 3.8433
H 0.4519 0.5214 4.4789
H 2.2422 0.6008 6.0429
H 1.4646 3.7003 4.2526
```

## Properties
HOMO-LUMO gap = 7.76 eV
strongest force on any atom = 0.0805 hartree/bohr
HOMO energy = -9.24 eV
SMILES string = O=C1c2ccccc2C(=O)c2ccccc21.O=C1c2ccccc2C(=O)c2ccccc21.O=C1c2ccccc2C(=O)c2ccccc21.O=C1c2ccccc2C(=O)c2ccccc21.O=C1c2ccccc2C(=O)c2ccccc21.O=C1c2ccccc2C(=O)c2ccccc21.O=C1c2ccccc2C(=O)c2ccccc21.O=C1c2ccccc2C(=O)c2ccccc21.OCCO.OCCO.OCCO.OCCO

Here are the Mulliken charges for atoms 1 to 99, given in e: C -0.6753; C -0.7219; C -0.7170; C 0.2046; C 0.4417; C -0.3852; C 0.3358; O -0.6534; C 0.2829; C -0.8859; C -0.3749; C 0.2318; C -1.1301; C 0.2990; C 0.9686; O -0.7682; H 0.3981; H 0.5012; H 0.4526; H 0.5520; H 0.5524; H 0.4922; H 0.2206; H 0.4687; C -0.5091; C -0.5317; C -0.5301; C 0.6856; C 0.2963; C -1.1129; C 0.7377; O -0.6796; C 0.7942; C -0.9752; C -0.1319; C -0.9072; C -0.4459; C -0.1154; C 0.7272; O -0.8943; H 0.4683; H 0.4002; H 0.4998; H 0.4722; H 0.6648; H 0.3172; H 0.4899; H 0.3078; C -0.8619; C 0.4910; C -0.7262; C 0.8301; C 1.4441; C -1.1636; C 0.2621; O -0.7080; C 0.5671; C -0.8295; C -0.9383; C -0.7634; C -1.0874; C 0.6840; C 0.8345; O -0.7889; H 0.5883; H -0.7861; H 0.4539; H 0.4242; H 0.4997; H 0.4066; H 0.4392; H 0.4790; C -0.0474; C -0.8932; C -0.6623; C 0.9795; C 1.4019; C -0.8934; C 0.0970; O -0.9943; C 0.2401; C 0.0071; C -0.7012; C -1.1224; C 0.3349; C 0.6195; C 0.1682; O -0.8493; H -0.1222; H 0.5780; H 0.3743; H 0.3250; H 0.3328; H 0.0897; H 0.3436; H 0.2567; C -0.8156; C -0.5043; C -0.6315

What did the first record say?
The following is a quantum chemistry calculation of a molecular structure, C4H10N2O3, from the Open Molecules 2025 dataset.

XYZ file:
```
19
Properties=species:S:1:pos:R:3
C -1.3926 1.9324 -0.0825
C 0.8995 0.3623 -0.8047
N 2.0619 0.4833 -0.0770
O -0.3192 1.3457 0.6107
O 0.8025 0.6675 -1.9763
H 2.6957 1.1790 -0.4427
H 1.9442 0.5053 0.9250
H -2.3404 1.4194 0.1370
H -1.2377 1.8773 -1.1658
H -1.4789 2.9725 0.2374
C 0.7249 -2.1478 -0.1420
C -0.0562 -0.8476 -0.2638
O -1.7780 -0.6447 1.2112
N -0.4530 -0.3535 1.0043
H -1.9329 -0.4505 2.1481
H -0.8841 -0.9189 -0.9746
H 1.5044 -2.0685 0.6117
H 0.0467 -2.9514 0.1447
H 1.1934 -2.3620 -1.1008
```

## Properties
HOMO-LUMO gap = 9.95 eV
strongest force on any atom = 0.0677 hartree/bohr
energy relative to the best compared isomer or geometry (same formula, charge and spin) = 112.9 kcal per mole
HOMO energy = -9.31 eV

Atomic charges from the Mulliken analysis, expressed in e, are listed below: C -0.6064; C 0.4990; N -0.4653; O -0.4044; O -0.6396; H 0.2704; H 0.2442; H 0.2669; H 0.2820; H 0.2613; C -1.3710; C 0.4020; O -0.3681; N -0.1761; H 0.3796; H 0.3497; H 0.3347; H 0.3834; H 0.3577